# C4H9N3O

A structure of composition C4H9N3O at a distorted geometry (ωB97M-V/def2-TZVPD, the Open Molecules 2025 dataset).

CARTESIAN COORDINATES (ANGSTROEM)
1 H -1.938089 2.412932 0.411430
2 H -1.729627 0.661486 -1.722796
3 H 0.732603 2.922904 0.113558
4 H 0.839086 -3.512403 0.748441
5 N 1.001477 -0.066526 0.506611
6 H -1.067369 0.007193 0.291732
7 C 0.176572 -2.398932 0.336642
8 C -1.012157 0.626883 -0.722595
9 H 0.855769 0.123456 1.617770
10 H 2.151345 -1.724964 0.415674
11 C 0.520687 0.782421 -0.468668
12 N 1.286552 -1.376810 0.142597
13 C 0.191475 2.046600 0.337159
14 N -1.121580 2.147489 -0.417638
15 H 0.214433 1.885353 1.421714
16 O -1.095700 -1.855571 -0.085264
17 H 1.282845 0.797723 -1.131631

Force components x, y, z for each atom (eV/Å):
H 2.49 -1.12 -3.25
H 2.24 -1.79 2.50
H 1.13 0.96 -0.04
H -3.02 2.87 -1.41
N 1.83 -2.38 4.79
H -1.99 1.16 -2.81
C -2.12 4.62 -3.05
C -1.72 2.65 0.54
H 0.08 -0.83 -3.99
H 1.87 -0.49 0.72
C -2.15 1.02 2.11
N -4.96 -2.28 0.91
C -0.98 0.72 -2.00
N -2.12 0.14 4.69
H -0.47 -0.06 -0.20
O 8.14 -5.89 3.57
H 1.74 0.71 -3.08

## Properties
E_HOMO = -8.64 eV
E = -10803.2335 eV
frontier orbital gap = 8.53 eV